DFT (the ωB97M-V functional and the def2-TZVPD basis) results for a molecular structure, C42H57BN7OPtS5.

Structure (ORCA input):
```
! wB97M-V def2-TZVPD RIJCOSX def2/J DEFGRID3
* xyz 1 5
Pt -0.157 -0.521 0.127
C -3.423 -2.858 -0.397
C -2.676 -3.664 0.655
C -1.708 -4.699 0.072
C -2.005 -2.862 1.744
C -1.947 -3.341 3.042
C -1.231 -2.418 3.777
C -0.868 -2.669 5.229
C -2.126 -2.749 6.101
C 0.182 -1.789 5.888
N -0.919 -1.404 2.948
N -1.380 -1.673 1.677
B -0.206 -0.049 3.206
N -0.959 1.108 2.488
N -0.512 1.479 1.258
C -1.060 2.669 0.986
C -1.895 3.044 2.036
C -1.802 2.035 2.979
C -2.533 1.985 4.296
C -1.682 2.456 5.479
C -3.183 0.633 4.574
C -0.668 3.585 -0.143
C 0.768 4.061 0.089
C -0.861 3.055 -1.565
N 1.250 -0.160 2.650
N 1.471 -1.066 1.644
C 2.785 -1.290 1.596
C 3.425 -0.499 2.550
C 2.427 0.216 3.189
C 2.628 1.309 4.207
C 2.403 0.893 5.660
C 1.832 2.565 3.849
C 3.430 -2.333 0.724
C 2.483 -2.897 -0.323
C 4.731 -1.811 0.107
H -3.912 -3.525 -1.108
H -2.749 -2.219 -0.962
H -4.185 -2.226 0.060
H -3.438 -4.232 1.196
H -0.793 -4.238 -0.297
H -2.170 -5.252 -0.747
H -1.412 -5.413 0.841
H -2.361 -4.269 3.399
H -0.443 -3.678 5.192
H -2.605 -1.773 6.186
H -1.857 -3.078 7.105
H -2.857 -3.449 5.699
H -0.219 -0.811 6.149
H 1.061 -1.648 5.259
H 0.505 -2.268 6.813
H -0.183 0.192 4.365
H -2.471 3.951 2.112
H -3.337 2.715 4.170
H -0.877 1.754 5.698
H -2.305 2.537 6.370
H -1.238 3.433 5.286
H -2.430 -0.132 4.751
H -3.805 0.305 3.739
H -3.811 0.698 5.463
H -1.326 4.449 -0.028
H 1.464 3.222 0.016
H 0.879 4.495 1.083
H 1.046 4.815 -0.647
H -0.323 2.117 -1.723
H -0.482 3.777 -2.293
H -1.922 2.906 -1.782
H 4.481 -0.442 2.753
H 3.689 1.556 4.108
H 1.350 0.710 5.862
H 2.735 1.692 6.325
H 2.961 -0.009 5.911
H 0.764 2.413 3.992
H 1.993 2.854 2.809
H 2.137 3.395 4.488
H 3.702 -3.144 1.410
H 2.154 -2.098 -0.991
H 1.600 -3.348 0.132
H 2.989 -3.654 -0.923
H 4.559 -0.881 -0.439
H 5.151 -2.539 -0.587
H 5.479 -1.610 0.873
O -1.614 0.510 -6.361
C -1.552 0.096 -5.251
S -0.738 -1.408 -4.766
C -1.011 -1.223 -3.053
C -1.779 -0.133 -2.660
S -2.140 0.245 -0.998
S -2.345 0.932 -3.860
S -0.263 -2.262 -1.970
N 1.327 0.270 -1.398
S 2.575 1.211 -1.659
C 3.756 0.288 -2.630
C 3.407 -0.909 -3.229
C 4.359 -1.584 -3.984
C 5.636 -1.060 -4.123
C 5.972 0.140 -3.508
C 5.030 0.823 -2.757
C 2.139 2.422 -2.889
C 2.575 3.721 -2.707
C 2.218 4.689 -3.640
C 1.416 4.348 -4.717
C 0.983 3.035 -4.888
C 1.355 2.061 -3.979
H 1.048 -0.178 -2.270
H 2.425 -1.339 -3.086
H 4.104 -2.524 -4.452
H 6.375 -1.591 -4.706
H 6.972 0.541 -3.608
H 5.289 1.755 -2.269
H 3.185 3.977 -1.852
H 2.559 5.708 -3.515
H 1.130 5.104 -5.436
H 0.370 2.771 -5.740
H 1.038 1.032 -4.122
*
```

Output
- HOMO energy (alpha / beta) (eV) = -10.112 / -10.932
- Kohn-Sham gap (alpha / beta) (Eh) = 0.29156 / 0.17093
- F_max (eV/A) = 0.8
- electronic energy (eV) = -115051.110

These are the Mulliken partial charges, in e, on atoms 1 to 2: Pt 3.065; C -1.751